# 1
# C35H58GeLaN6S3Si3

C35H58GeLaN6S3Si3 as an isolated structure at a distorted geometry (ωB97M-V/def2-TZVPD, OMol25).

Computed properties:
energy	-159693.024	eV
⟨S²⟩	0.7528
ΔE to the lowest compared entry with this formula, charge and spin	12.16	kcal/mol
E_HOMO (alpha / beta)	-6.47 / -6.47	eV
frontier orbital gap (alpha / beta)	5.1 / 5.1	eV
2S+1	2
maximum force	3.98	eV/Å
LUMO (alpha / beta)	-0.049 / -0.049	Ha

Last column: Löwdin charge in e.
Element x y z (Å)
La (1.7488, 0.9300, 0.7014)  1.48
C (1.5014, -0.3216, 3.7829)  -0.13
N (0.6685, 0.8487, 3.4077)  -0.23
C (-0.7492, 0.4396, 3.5715)  -0.17
C (-1.6668, 0.9599, 2.4805)  -0.21
N (-2.4191, 2.1288, 2.8511)  -0.14
C (-3.6850, 1.8764, 3.5428)  -0.08
C (-2.1412, 3.4371, 2.4101)  -0.20
C (-2.7680, 4.5270, 3.0914)  -0.06
C (-2.7065, 5.8319, 2.6410)  -0.11
C (-1.8489, 6.1812, 1.5635)  -0.09
C (-1.1831, 5.1260, 0.9286)  -0.18
C (-1.2855, 3.7707, 1.2738)  -0.64
S (-0.5760, 2.7712, 0.0981)  0.51
C (1.0902, 2.0616, 4.1180)  -0.23
C (0.2903, 2.6652, 5.0991)  -0.03
C (0.7217, 3.8221, 5.7347)  -0.08
C (2.0107, 4.3189, 5.4512)  -0.08
C (2.8153, 3.7009, 4.4865)  -0.14
C (2.3669, 2.5757, 3.7548)  -0.67
S (3.4677, 2.1217, 2.5202)  0.49
H (1.2338, -0.6523, 4.8078)  0.11
H (2.5617, -0.0618, 3.7436)  0.05
H (1.2679, -1.1359, 3.0675)  0.02
H (-1.1044, 0.6943, 4.5829)  0.11
H (-0.7787, -0.6412, 3.4592)  0.11
H (-2.3629, 0.1258, 2.1688)  0.12
H (-1.0983, 1.2097, 1.5860)  -0.03
H (-4.5198, 2.6027, 3.3422)  0.09
H (-3.5117, 1.9322, 4.6474)  0.08
H (-4.0818, 0.8423, 3.3216)  0.09
H (-3.4534, 4.2854, 3.9245)  0.10
H (-3.2093, 6.5846, 3.1875)  0.08
H (-1.8185, 7.1853, 1.1108)  0.10
H (-0.6133, 5.2256, 0.0321)  0.05
H (-0.6500, 2.2346, 5.3990)  0.09
H (-0.0012, 4.3442, 6.3652)  0.10
H (2.4336, 5.1828, 5.9746)  0.10
H (3.7968, 4.0319, 4.2526)  0.07
C (5.8214, -4.0446, -0.2191)  -0.09
C (5.0293, -3.6977, 1.0437)  -0.25
N (3.6260, -3.4333, 0.8268)  -0.03
C (3.1207, -2.2123, 0.4859)  -0.78
S (1.3665, -2.0193, 0.5438)  0.47
N (4.0168, -1.3667, -0.0064)  0.00
N (3.5792, -0.1277, -0.3504)  -0.19
C (4.0570, 0.4314, -1.4377)  -0.27
C (5.1816, -0.0877, -2.2292)  -0.03
C (3.4779, 1.6588, -1.9401)  -0.25
C (3.8594, 2.1295, -3.2273)  0.00
C (3.5296, 3.4344, -3.6269)  -0.02
C (2.7773, 4.2460, -2.7328)  -0.02
C (2.3252, 3.6397, -1.5738)  -0.12
N (2.6015, 2.3668, -1.2195)  -0.05
H (6.9132, -3.9122, -0.0797)  0.08
H (5.4536, -3.4270, -1.0628)  0.06
H (5.7077, -5.1030, -0.5194)  0.07
H (5.4566, -2.7879, 1.4955)  0.12
H (5.0364, -4.4558, 1.7891)  0.10
H (3.0236, -4.2271, 0.8819)  0.12
H (5.7057, -0.8528, -1.5962)  0.09
H (5.8905, 0.6896, -2.4369)  0.08
H (4.9297, -0.6208, -3.1704)  0.11
H (4.3347, 1.3917, -3.9169)  0.12
H (3.7391, 3.7102, -4.6614)  0.11
H (2.5082, 5.2568, -2.9441)  0.10
H (1.7062, 4.1003, -0.7917)  0.08
C (-3.6186, -4.7347, -1.8333)  -0.21
Si (-2.7282, -3.5987, -0.5572)  0.33
C (-1.4182, -4.6797, 0.1663)  -0.26
C (-3.9810, -2.9952, 0.7666)  -0.23
Ge (-1.6718, -1.6405, -1.6625)  0.65
Si (-0.5357, -2.6864, -3.5922)  0.32
C (-1.6186, -3.6227, -4.8506)  -0.22
C (0.8754, -3.7867, -2.9401)  -0.25
C (0.4572, -1.3519, -4.5209)  -0.23
Si (-3.4983, -0.4222, -2.6168)  0.29
C (-2.8611, 1.2133, -3.3515)  -0.23
C (-4.5828, -1.3856, -3.8610)  -0.20
C (-4.5989, 0.0051, -1.1523)  -0.25
H (-4.5285, -5.0691, -1.3567)  0.01
H (-3.0105, -5.5931, -2.1447)  0.03
H (-3.8774, -4.1383, -2.7797)  0.03
H (-1.8713, -5.6653, 0.3198)  0.03
H (-0.9737, -4.2981, 1.1009)  0.02
H (-0.6402, -4.9416, -0.5661)  0.01
H (-3.9230, -3.6042, 1.6611)  0.01
H (-4.9798, -3.0663, 0.2898)  0.03
H (-3.8047, -1.9375, 1.0757)  0.01
H (-2.1373, -4.5375, -4.4887)  0.02
H (-0.9687, -3.9592, -5.6388)  0.01
H (-2.3844, -2.9769, -5.4033)  0.04
H (0.6095, -4.7929, -2.5418)  0.02
H (1.4293, -3.2638, -2.1099)  0.00
H (1.5094, -3.9571, -3.7868)  0.01
H (-0.1049, -0.4377, -4.6374)  0.00
H (0.6410, -1.6772, -5.5507)  0.03
H (1.3936, -1.1506, -4.0555)  0.00
H (-3.0878, 2.0356, -2.6650)  0.02
H (-3.2730, 1.3974, -4.3547)  0.02
H (-1.7563, 1.1804, -3.4983)  0.01
H (-4.1488, -2.2521, -4.2900)  -0.03
H (-4.8698, -0.6585, -4.6004)  0.01
H (-5.5410, -1.6799, -3.3360)  0.05
H (-4.0151, 0.1929, -0.2449)  0.01
H (-5.2635, -0.8088, -0.8390)  0.02
H (-5.1595, 0.9034, -1.3593)  0.02

# 2
# C35H60B2FN3NbO31

C35H60B2FN3NbO31 as an isolated structure at a distorted geometry (ωB97M-V/def2-TZVPD, OMol25).

Computed properties:
energy	-110833.009	eV
E_HOMO	-3.32	eV
frontier orbital gap	4.9	eV
maximum force	4.29	eV/Å
LUMO	0.057	Ha
total charge	-1

Last column: Löwdin charge in e.
Element x y z (Å)
C (0.1286, 1.6228, 3.1733)  -0.08
B (-0.7722, 0.5893, 3.9886)  -0.49
O (-0.3740, 0.3311, 5.3362)  -0.03
Nb (-2.6236, -0.4066, 2.9699)  1.70
N (-2.8533, -1.5786, 4.7418)  -0.23
F (-2.4340, 0.6928, 1.2873)  -0.47
C (-3.8503, 1.2553, 3.9758)  -0.33
C (-3.5910, 2.6121, 3.3666)  -0.36
O (-4.2793, 3.6794, 4.0470)  -0.11
C (-1.5322, -2.1897, 2.1035)  -0.30
C (-0.1023, -1.9905, 1.5842)  -0.20
C (-0.0731, -1.1442, 0.3433)  -0.60
N (0.8336, -0.0884, 0.2112)  0.14
O (-0.7950, -1.3924, -0.5403)  0.09
B (-4.6708, -1.2174, 2.1745)  -0.60
O (-5.0670, -2.5065, 2.4438)  0.07
N (-5.5649, -0.3455, 1.3693)  -0.18
C (-6.8072, -0.0421, 2.0930)  -0.10
C (-5.8340, -0.9327, 0.0568)  -0.12
H (-0.4669, 2.1337, 2.4287)  0.02
H (0.9866, 1.1039, 2.7495)  0.04
H (0.5402, 2.3847, 3.8341)  0.06
H (-0.9399, 0.9195, 5.8544)  0.08
H (-2.9548, -0.9826, 5.5574)  -0.04
H (-1.9778, -2.0684, 4.9044)  -0.05
H (-4.9197, 1.0465, 3.9995)  0.02
H (-3.5491, 1.3181, 5.0259)  0.03
H (-3.8617, 2.6501, 2.3172)  0.09
H (-2.5421, 2.8477, 3.4867)  0.08
H (-5.1851, 3.3834, 4.1733)  0.06
H (-2.1034, -2.5075, 1.2381)  0.02
H (-1.5699, -3.0345, 2.7847)  0.04
H (0.2570, -2.9563, 1.2379)  0.09
H (0.6136, -1.6774, 2.3381)  0.09
H (1.5888, -0.1477, 0.8784)  0.07
H (0.3742, 0.8115, 0.2419)  0.09
H (-4.4629, -2.9002, 3.0870)  0.06
H (-6.9836, 1.0295, 2.0872)  0.07
H (-7.6431, -0.6084, 1.6823)  0.07
H (-6.7073, -0.3390, 3.1321)  0.07
H (-6.4532, -1.8318, 0.1416)  0.07
H (-4.8835, -1.2019, -0.3990)  0.07
H (-6.2932, -0.1899, -0.5888)  0.08
C (2.4325, -4.9352, -2.3938)  -0.12
C (1.5289, -3.9666, -1.6731)  -0.12
O (1.9359, -4.1326, -0.3090)  0.06
C (3.1988, -4.6082, -0.2990)  -0.57
O (3.8846, -4.6990, 0.6672)  0.15
O (3.5895, -4.9767, -1.5507)  0.04
H (2.6974, -4.6049, -3.3954)  0.12
H (2.0032, -5.9382, -2.4518)  0.14
H (1.7026, -2.9293, -1.9677)  0.14
H (0.4812, -4.1983, -1.7989)  0.11
C (-2.7167, 5.4724, 0.0880)  -0.10
C (-2.6323, 6.7762, 0.8440)  -0.11
O (-1.7406, 6.4537, 1.9199)  0.06
C (-0.9833, 5.4044, 1.5271)  -0.58
O (-0.0418, 5.0024, 2.1318)  0.14
O (-1.4428, 4.8745, 0.3697)  0.06
H (-2.8476, 5.6106, -0.9828)  0.13
H (-3.5063, 4.8189, 0.4629)  0.12
H (-2.1885, 7.5738, 0.2511)  0.10
H (-3.5967, 7.1049, 1.2262)  0.12
C (-7.2412, 6.5285, 4.7736)  -0.12
C (-7.2173, 7.7887, 3.9389)  -0.13
O (-6.3032, 7.4523, 2.8979)  0.05
C (-6.2779, 6.0953, 2.7840)  -0.56
O (-5.7474, 5.5127, 1.9047)  0.18
O (-6.9498, 5.5107, 3.8152)  0.06
H (-8.2069, 6.3492, 5.2408)  0.13
H (-6.4657, 6.5189, 5.5417)  0.14
H (-8.1901, 8.0148, 3.4956)  0.13
H (-6.8683, 8.6580, 4.4913)  0.13
C (0.6497, -1.2709, 8.5896)  -0.11
C (1.4914, -0.0780, 8.2107)  -0.12
O (0.9481, 0.9589, 9.0376)  0.06
C (0.3590, 0.3739, 10.1090)  -0.57
O (-0.0368, 0.9577, 11.0644)  0.15
O (0.2840, -0.9711, 9.9443)  0.05
H (1.1945, -2.2101, 8.5366)  0.13
H (-0.2557, -1.3501, 7.9858)  0.13
H (2.5464, -0.2098, 8.4625)  0.13
H (1.4031, 0.1760, 7.1561)  0.12
C (-4.0694, -4.4290, -0.5125)  -0.11
C (-4.0044, -5.6946, -1.3352)  -0.12
O (-2.5982, -5.8480, -1.5540)  0.06
C (-1.9492, -5.1859, -0.5565)  -0.54
O (-0.7777, -5.2529, -0.3628)  0.16
O (-2.8107, -4.4432, 0.1642)  0.06
H (-4.8885, -4.4205, 0.2023)  0.13
H (-4.1271, -3.5292, -1.1272)  0.13
H (-4.3735, -6.5677, -0.7925)  0.13
H (-4.5349, -5.6144, -2.2812)  0.13
C (5.0189, -6.5827, -4.8385)  -0.10
C (6.2358, -6.2978, -5.6866)  -0.11
O (5.6531, -5.8527, -6.9217)  0.07
C (4.4252, -5.3727, -6.6489)  -0.57
O (3.7654, -4.7571, -7.4268)  0.14
O (4.0549, -5.6637, -5.3808)  0.05
H (5.1827, -6.3893, -3.7811)  0.13
H (4.6436, -7.6013, -4.9589)  0.13
H (6.8542, -5.5001, -5.2878)  0.09
H (6.8546, -7.1766, -5.8471)  0.14
C (9.8474, -2.6276, -7.2472)  -0.11
C (8.5349, -2.1272, -6.6894)  -0.10
O (7.9636, -3.3239, -6.1455)  0.06
C (8.9710, -4.1892, -5.8799)  -0.55
O (8.8332, -5.2030, -5.2713)  0.14
O (10.1387, -3.7476, -6.3990)  0.07
H (10.6417, -1.8880, -7.1936)  0.13
H (9.7580, -2.9808, -8.2758)  0.13
H (8.6695, -1.4043, -5.8833)  0.14
H (7.8837, -1.6967, -7.4465)  0.12
C (2.3889, 7.6933, 0.4307)  -0.11
C (2.7743, 8.5327, -0.7677)  -0.12
O (1.5636, 8.5580, -1.5299)  0.06
C (0.5331, 8.3255, -0.6770)  -0.55
O (-0.6163, 8.4333, -0.9533)  0.16
O (0.9872, 7.9451, 0.5380)  0.07
H (2.9037, 7.9881, 1.3414)  0.13
H (2.5425, 6.6258, 0.2658)  0.14
H (3.0392, 9.5564, -0.4944)  0.13
H (3.5851, 8.0992, -1.3478)  0.13
C (4.7393, -1.8505, -8.3779)  -0.11
C (4.2684, -2.1220, -9.7839)  -0.11
O (4.7795, -0.9899, -10.5040)  0.06
C (5.8392, -0.4981, -9.8166)  -0.57
O (6.5866, 0.3280, -10.2264)  0.16
O (5.9349, -1.0839, -8.5957)  0.03
H (4.9571, -2.7582, -7.8259)  0.11
H (4.0325, -1.2462, -7.8070)  0.14
H (4.7024, -3.0315, -10.2021)  0.14
H (3.1868, -2.1770, -9.8651)  0.14